No. 1
C2H4NO2 | ωB97M-V with the def2-TZVPD basis set

E_HOMO in eV: -3.5
Relative energy (zero: lowest compared OMol25 entry of this formula, charge and spin) in kcal per mole: 49.4
Calculated total energy in a.u.: -283.8324
HOMO-LUMO gap in eV: 7.90

The geometry in ORCA input format:
```
! RIJCOSX wB97M-V def2-TZVPD def2/J DEFGRID3
* xyz -1 1
O 0.517 -0.899 -1.092
C 1.183 0.181 -0.940
N 0.943 1.258 -0.145
C -1.586 -0.683 0.911
O -2.195 -1.678 1.400
H 2.068 0.381 -1.653
H 1.829 1.745 0.017
H -2.255 0.148 0.560
H -0.502 -0.453 0.940
*
```

=====

No. 2
C2H4NO2 | ωB97M-V with the def2-TZVPD basis set

E_HOMO in eV: -14.2
Relative energy (zero: lowest compared OMol25 entry of this formula, charge and spin) in kcal per mole: 82.4
Calculated total energy in a.u.: -283.4248
HOMO-LUMO gap in eV: 9.38

The geometry in ORCA input format:
```
! RIJCOSX wB97M-V def2-TZVPD def2/J DEFGRID3
* xyz 1 1
C -0.086 -2.132 0.887
C 0.697 0.652 0.294
N -0.082 1.147 -0.854
O -0.267 -3.164 1.274
O -0.125 -1.050 0.496
H 0.413 0.958 1.286
H -0.031 0.450 -1.605
H 0.574 1.762 -1.289
H -1.093 1.377 -0.487
*
```

=====

No. 3
C2H4NO2 | ωB97M-V with the def2-TZVPD basis set

E_HOMO (spin up / spin down) in eV: -17.9 / -17.8
Relative energy (zero: lowest compared OMol25 entry of this formula, charge and spin) in kcal per mole: 141.9
SMILES: O=[N+]1CCO1
Calculated total energy in a.u.: -283.3300
HOMO-LUMO gap (spin up / spin down) in eV: 9.77 / 9.64

The geometry in ORCA input format:
```
! RIJCOSX wB97M-V def2-TZVPD def2/J DEFGRID3
* xyz 1 1
O -3.171 -0.216 -0.008
N -1.814 0.105 0.036
C -0.508 -0.600 -0.008
C 0.033 0.827 -0.052
O -1.319 1.308 0.029
H -0.203 -1.359 -0.884
H -0.304 -1.209 0.918
H 0.453 1.261 0.895
H 0.695 1.159 -0.887
*
```

=====

No. 4
C2H4NO2S | ωB97M-V with the def2-TZVPD basis set

E_HOMO (spin up / spin down) in eV: -14.8 / -14.8
Relative energy (zero: lowest compared OMol25 entry of this formula, charge and spin) in kcal per mole: 54.4
Calculated total energy in a.u.: -681.5777
HOMO-LUMO gap (spin up / spin down) in eV: 7.73 / 7.72

The geometry in ORCA input format:
```
! RIJCOSX wB97M-V def2-TZVPD def2/J DEFGRID3
* xyz 1 1
C -0.443 -0.485 0.376
C -0.634 0.803 -0.374
N 0.877 -0.802 0.017
O 1.367 -1.851 -0.083
O 1.734 0.222 -0.086
S 1.007 1.655 0.155
H -0.552 -0.272 1.442
H -1.092 -1.345 0.081
H -0.672 0.820 -1.458
H -1.591 1.255 -0.070
*
```

=====

> What is the formula in the second record?

C2H4NO2